(1)
Below is a cluster of 2 separate species, C7H14NO3 in total, with properties calculated with ωB97M-V with the def2-TZVPD basis set.

Output
total charge = -1
energy = -15119.325 eV
energy above the lowest of the compared OMol25 structures with the same formula, charge and spin = 1.070 eV
HOMO level = -4.04 eV
gap between HOMO and LUMO = 7.25 eV
2S+1 = 1

Last column: Mulliken charge in e.
Atoms and positions in Å:
C 0.035 0.816 -0.384  -0.0164
C 0.433 1.944 -1.367  -1.2070
C -0.587 2.126 1.676  -1.1567
C 1.776 -0.674 1.317  -1.4071
C 1.350 0.690 1.725  0.8712
O 1.590 1.174 2.825  -0.6666
N 0.378 1.379 0.965  0.1511
H -1.047 0.734 -0.402  0.3411
H 0.527 -0.133 -0.487  -0.0735
H 1.141 2.640 -0.892  0.3314
H -0.351 2.594 -1.726  0.3135
H -1.672 1.967 1.598  0.3448
H 2.266 -0.662 0.351  0.4365
H 0.952 1.535 -2.239  0.3639
H -0.537 2.173 2.751  0.3584
H -0.377 3.197 1.418  0.3169
H 2.571 -1.052 1.952  0.3259
H 0.884 -1.284 1.217  0.3450
C -1.132 -2.608 -2.134  -0.6727
C -1.630 -2.843 -0.655  0.5938
O -2.667 -2.256 -0.282  -0.7279
O -0.909 -3.614 0.031  -0.7401
H -1.793 -2.246 -2.913  0.2652
H -0.912 -3.645 -2.427  0.2809
H -0.289 -1.953 -1.915  0.0284

---

(2)
Below is a structure of composition C16H36AsBr3F6N5O5, with properties calculated with ωB97M-V with the def2-TZVPD basis set.

Output
total charge = -1
energy = -322143.400 eV
energy above the lowest of the compared OMol25 structures with the same formula, charge and spin = 0.000 eV
HOMO level = -7.14 eV
gap between HOMO and LUMO = 9.03 eV
2S+1 = 1

Last column: Mulliken charge in e.
Atoms and positions in Å:
As 0.364 0.529 -0.013  2.1534
F 0.668 1.166 -1.629  -0.5340
F 2.079 0.475 0.304  -0.5198
F 0.005 -0.190 1.560  -0.3845
F -1.359 0.526 -0.348  -0.5129
F 0.423 -1.056 -0.689  -0.5038
F 0.231 2.134 0.652  -0.4663
C 3.540 -0.738 -3.874  -0.7827
C 3.908 0.732 -3.868  0.7670
O 4.667 1.201 -4.701  -0.6974
N 3.324 1.468 -2.897  -0.0054
C 3.524 2.897 -2.716  -0.9628
H 3.195 -0.975 -4.876  0.2603
H 2.803 -0.929 -3.093  0.0982
H 4.426 -1.292 -3.563  0.3081
H 2.723 1.051 -2.205  0.0899
H 2.705 3.463 -3.159  0.2202
H 4.514 3.192 -3.054  0.3536
H 3.536 3.088 -1.641  0.3386
C -0.285 2.495 -4.115  -0.8546
C -1.642 1.990 -4.550  0.6350
O -1.879 1.946 -5.761  -0.6882
N -2.477 1.597 -3.593  -0.1284
C -3.844 1.176 -3.859  -0.9567
H 0.377 1.628 -4.052  0.1771
H -0.259 2.855 -3.084  0.2523
H 0.164 3.250 -4.751  0.3756
H -2.139 1.475 -2.650  0.1968
H -4.103 1.455 -4.877  0.3368
H -4.526 1.677 -3.174  0.3005
H -3.798 0.092 -3.746  0.3079
C -3.261 -6.650 -1.882  -0.9052
C -2.969 -5.224 -1.494  0.6551
O -3.731 -4.301 -1.776  -0.6420
N -1.804 -4.966 -0.856  -0.1528
C -1.375 -3.634 -0.431  -0.6702
H -4.283 -6.910 -1.630  0.2842
H -2.470 -7.212 -1.384  0.2603
H -3.113 -6.728 -2.959  0.2354
H -1.197 -5.767 -0.816  0.1894
H -0.601 -3.689 0.336  0.1134
H -2.225 -3.146 0.034  0.3081
H -0.857 -3.091 -1.218  0.2794
C 0.965 -5.611 5.204  -1.0381
C 0.651 -4.207 4.722  0.6193
O -0.125 -3.481 5.311  -0.5837
N 1.181 -3.842 3.524  -0.1252
C 1.016 -2.524 2.948  -0.3416
H 1.279 -5.656 6.248  0.3036
H 1.803 -6.083 4.687  0.3122
H 0.077 -6.237 5.129  0.2423
H 1.836 -4.453 3.068  0.2465
H 0.758 -1.766 3.685  0.0347
H 0.338 -2.656 2.106  -0.0543
H 1.951 -2.096 2.576  0.3404
C 1.771 5.506 1.704  -1.0108
C 0.612 5.941 2.534  0.6970
O 0.692 6.952 3.232  -0.6741
N -0.518 5.224 2.398  -0.0988
C -1.683 5.471 3.201  -0.8670
H 1.510 5.355 0.660  0.2966
H 2.140 4.594 2.181  0.2725
H 2.551 6.256 1.818  0.3119
H -0.426 4.320 1.976  0.2121
H -2.628 5.056 2.857  0.3578
H -1.879 6.542 3.280  0.3126
H -1.510 5.153 4.224  0.1872
C -1.125 1.069 4.387  -0.2195
Br 0.850 0.959 4.506  -0.0791
Br -1.735 2.656 5.375  -0.0526
Br -1.958 -0.504 5.220  -0.0404
H -1.376 0.999 3.335  0.3097

---

(3)
Below is a cluster of 4 separate species, C15H22O12 in total, with properties calculated with ωB97M-V with the def2-TZVPD basis set.

Output
total charge = 0
SMILES string = C[C@H]1COC(=O)O1.C[C@H]1COC(=O)O1.C[C@H]1COC(=O)O1.O=C1OCCO1
energy = -40481.816 eV
energy above the lowest of the compared OMol25 structures with the same formula, charge and spin = 0.454 eV
HOMO level = -10.76 eV
gap between HOMO and LUMO = 10.75 eV
2S+1 = 1

Last column: Mulliken charge in e.
Atoms and positions in Å:
C 0.856 -3.917 3.753  -1.3571
C 2.117 -3.403 4.429  0.4940
C 2.444 -1.962 3.906  -0.0490
O 2.723 -1.264 5.118  -0.3539
C 2.356 -1.976 6.185  0.6459
O 2.457 -1.615 7.308  -0.5310
O 1.834 -3.163 5.793  -0.3781
H 0.054 -3.239 4.024  0.3274
H 0.615 -4.946 4.039  0.3857
H 0.964 -4.043 2.674  0.3468
H 2.972 -4.054 4.253  0.2653
H 1.665 -1.468 3.337  -0.0444
H 3.340 -1.996 3.287  0.2780
C -3.014 0.958 -2.840  -1.3413
C -4.042 1.913 -2.277  0.5200
C -5.469 1.349 -2.369  -0.4598
O -5.948 1.350 -1.021  -0.3559
C -4.977 1.824 -0.200  0.6186
O -5.168 2.053 0.937  -0.5035
O -3.821 1.952 -0.866  -0.2712
H -3.084 0.738 -3.905  0.4204
H -3.146 -0.024 -2.373  0.3851
H -2.002 1.251 -2.572  0.1529
H -3.949 2.880 -2.771  0.2829
H -5.467 0.300 -2.657  0.3182
H -6.031 1.964 -3.069  0.2995
C 1.443 1.851 0.527  -1.4264
C 0.111 1.239 0.921  0.2844
C -0.607 0.650 -0.303  0.2608
O -1.221 -0.525 0.221  -0.3061
C -0.575 -0.892 1.347  0.5511
O -0.834 -1.835 2.017  -0.4820
O 0.395 0.013 1.646  -0.2843
H 1.899 2.167 1.467  0.4128
H 1.301 2.645 -0.204  0.3617
H 2.068 1.057 0.120  0.3399
H -0.519 1.793 1.615  0.3891
H 0.031 0.556 -1.179  -0.1743
H -1.392 1.355 -0.569  0.0383
O 2.949 0.682 -6.641  -0.4832
C 2.948 0.826 -5.474  0.6227
O 4.023 1.098 -4.706  -0.3258
C 3.659 1.236 -3.342  -0.3734
C 2.315 0.519 -3.347  0.2716
O 1.835 0.720 -4.671  -0.3628
H 4.397 0.719 -2.734  0.3027
H 3.517 2.260 -2.992  0.3041
H 1.628 0.967 -2.630  -0.2854
H 2.351 -0.565 -3.214  0.2694